Entry 1:
Entry from OMol25: a single C2HCl2F3O molecule at a distorted geometry (the ωB97M-V functional and the def2-TZVPD basis).

orbital gap: 12.2 eV
relative energy (zero: lowest compared OMol25 entry of this formula, charge and spin): 0.00 kcal per mole
maximum force: 2.7 eV/Å
E: -1372.03582 hartree

```
! wB97M-V def2-TZVPD RIJCOSX def2/J DEFGRID3
* xyz 0 1
O -0.044 1.148 1.007
C -0.460 0.433 -0.034
F -0.588 1.169 -1.158
Cl -2.015 -0.418 0.241
C 0.693 -0.782 -0.321
F 1.843 -0.186 -0.642
F 0.307 -1.501 -1.374
Cl 0.881 -1.776 1.102
H -0.618 1.912 1.180
*
```

Here are the Mulliken charges for atoms 1 to 6, given in e: O -0.432; C 0.471; F -0.232; Cl -0.144; C 0.479; F -0.202

---

Entry 2:
Entry from OMol25: a molecular structure, C22H30N6Pd at a distorted geometry (the ωB97M-V functional and the def2-TZVPD basis).

orbital gap: 4.7 eV
relative energy (zero: lowest compared OMol25 entry of this formula, charge and spin): 16.87 kcal per mole
maximum force: 1.4 eV/Å
E: -1312.63424 hartree

```
! wB97M-V def2-TZVPD RIJCOSX def2/J DEFGRID3
* xyz 0 1
Pd 0.809 0.353 -0.031
C 3.107 -2.117 0.051
N 1.715 -1.712 -0.081
C 0.877 -2.662 -0.332
C -0.524 -2.482 -0.476
C -1.525 -3.468 -0.385
C -2.734 -2.779 -0.373
C -2.393 -1.415 -0.474
N -1.069 -1.232 -0.537
C 3.600 -1.995 1.473
C 4.067 -0.787 1.975
C 4.464 -0.677 3.304
C 4.396 -1.779 4.148
C 3.942 -2.998 3.652
C 3.550 -3.100 2.325
H 3.720 -1.488 -0.598
H 3.241 -3.160 -0.267
H 1.247 -3.691 -0.423
H -1.367 -4.536 -0.329
H -3.729 -3.194 -0.324
H -3.073 -0.574 -0.515
H 4.082 0.077 1.320
H 4.828 0.272 3.680
H 4.731 -1.700 5.176
H 3.904 -3.868 4.296
H 3.192 -4.048 1.938
C 0.194 -1.880 3.490
C -0.904 -1.230 2.634
N -1.182 0.122 3.117
C 0.020 0.932 2.997
C 1.140 0.360 3.901
N 0.606 -0.887 4.544
C -0.554 -0.539 5.416
C -1.642 0.077 4.491
H 1.086 -2.120 2.916
H -0.147 -2.769 4.023
H -1.816 -1.829 2.647
H -0.589 -1.140 1.600
H -0.209 1.967 3.246
H 0.445 0.840 1.971
H 1.479 1.025 4.697
H 1.988 0.049 3.298
H 1.349 -1.311 5.096
H -0.194 0.166 6.164
H -0.887 -1.449 5.915
H -1.891 1.083 4.828
H -2.548 -0.528 4.533
C -1.771 2.045 -1.452
C -0.672 2.820 -0.836
N 0.462 2.344 -0.378
C 1.194 3.423 0.073
C 0.485 4.569 -0.116
N -0.700 4.173 -0.697
H -1.522 0.987 -1.423
H -1.913 2.349 -2.493
H -2.709 2.204 -0.916
H 2.179 3.291 0.480
H 0.711 5.600 0.088
H -1.446 4.775 -0.993
*
```

Here are the Mulliken charges for atoms 1 to 6, given in e: Pd -0.352; C -1.821; N 0.319; C 0.106; C -0.031; C -0.772

---

Entry 3:
Entry from OMol25: a molecular structure, C19H12F3IrN5 at a distorted geometry (the ωB97M-V functional and the def2-TZVPD basis).

orbital gap (spin up / spin down): 6.0 / 4.4 eV
<S²>: 6.05
maximum force: 2.8 eV/Å
E: -1408.59691 hartree

```
! wB97M-V def2-TZVPD RIJCOSX def2/J DEFGRID3
* xyz 1 5
Ir 0.557 -0.814 -0.865
C 4.773 -0.868 -0.647
C 5.109 0.277 -0.003
C 4.120 1.208 0.275
C 2.751 0.768 0.340
N 2.437 -0.416 -0.315
C 3.432 -1.231 -0.700
N 1.866 1.547 0.996
C 0.529 1.476 0.998
N -0.237 0.789 0.096
C -1.554 0.770 0.540
N -2.541 0.069 -0.047
C -2.528 -0.862 -0.970
C -3.819 -1.376 -1.424
C -3.816 -2.304 -2.415
C -2.626 -2.604 -3.146
C -1.439 -2.132 -2.601
N -1.341 -1.257 -1.559
C -1.662 1.670 1.657
C -2.797 2.183 2.296
C -2.585 3.331 3.073
C -1.339 3.890 3.227
C -0.169 3.335 2.695
C -0.358 2.202 1.917
H 5.560 -1.556 -0.952
H 6.155 0.504 0.177
H 4.335 2.148 0.756
H 3.158 -2.166 -1.221
H -4.682 -0.919 -0.941
H -4.736 -2.809 -2.773
H -2.724 -3.289 -4.002
H -0.507 -2.450 -3.102
H -3.774 1.744 2.105
H -3.436 3.741 3.627
H -1.264 4.868 3.689
H 0.871 3.619 2.843
F -0.077 -3.691 -0.720
C 0.963 -2.845 -0.852
F 1.873 -3.342 0.054
F 1.522 -3.209 -2.108
*
```

Here are the Mulliken charges for atoms 1 to 6, given in e: Ir 0.847; C -0.685; C -0.205; C -0.724; C 0.542; N -0.157

---

Entry 4:
Entry from OMol25: 3 unconnected molecules or ions with the total composition CH10N3O2 at a distorted geometry (the ωB97M-V functional and the def2-TZVPD basis).

orbital gap: 12.0 eV
relative energy (zero: lowest compared OMol25 entry of this formula, charge and spin): 25.97 kcal per mole
maximum force: 4.5 eV/Å
E: -358.64002 hartree

```
! wB97M-V def2-TZVPD RIJCOSX def2/J DEFGRID3
* xyz 1 1
N 0.534 0.241 0.862
C 1.424 0.210 -0.148
N 1.029 0.081 -1.436
N 2.762 0.250 0.089
H -0.423 0.377 0.552
H 0.819 -0.113 1.757
H 1.704 -0.216 -2.180
H 0.059 0.122 -1.681
H 3.156 -0.028 0.988
H 3.505 0.608 -0.578
H -2.238 1.069 -1.341
H -2.165 -0.059 -0.235
O -2.009 0.854 -0.442
H -3.538 -1.274 1.249
H -2.253 -2.038 1.343
O -2.672 -1.318 0.994
*
```

Here are the Mulliken charges for atoms 1 to 6, given in e: N -0.270; C 0.673; N -0.325; N -0.417; H 0.200; H 0.236

---

Entry 5:
Entry from OMol25: a molecular structure, C32H52N3O6PS (the ωB97M-V functional and the def2-TZVPD basis).

orbital gap: 7.8 eV
maximum force: 1.0 eV/Å
E: -2605.77246 hartree

```
! wB97M-V def2-TZVPD RIJCOSX def2/J DEFGRID3
* xyz 0 1
C 6.772 3.126 -0.089
C 5.519 2.356 0.243
C 5.416 1.615 1.410
C 4.259 0.911 1.704
C 3.185 0.956 0.831
C 1.904 0.211 1.129
C 0.749 1.100 1.526
C -0.519 0.871 1.062
N -0.724 -0.242 0.186
C -1.650 1.709 1.389
P -3.235 1.213 0.605
C -4.141 0.459 2.004
O -4.045 2.633 0.324
C -1.507 2.789 2.214
C -2.588 3.754 2.615
C -2.339 5.112 1.969
C -2.246 6.264 2.737
C -1.995 7.483 2.129
C -1.824 7.577 0.760
C -1.925 6.424 -0.006
C -2.178 5.201 0.591
C -0.205 3.041 2.750
N 0.095 4.024 3.580
S 1.665 3.888 3.923
N 2.021 2.593 3.043
C 0.922 2.203 2.421
C 3.277 1.697 -0.336
C 4.440 2.396 -0.631
H 7.284 3.444 0.814
H 7.438 2.542 -0.716
H 6.489 4.030 -0.623
H 6.239 1.587 2.110
H 4.175 0.343 2.617
H 2.064 -0.494 1.946
H 1.631 -0.357 0.248
H -0.901 -1.090 0.710
H -1.476 -0.057 -0.464
H -3.602 -0.442 2.285
H -4.260 1.114 2.868
H -5.128 0.150 1.670
H -4.974 2.530 0.552
H -3.583 3.393 2.411
H -2.475 3.916 3.686
H -2.351 6.171 3.808
H -1.906 8.372 2.739
H -1.612 8.515 0.276
H -1.786 6.501 -1.074
H -2.237 4.320 -0.025
H 2.446 1.732 -1.026
H 4.487 2.970 -1.543
C -0.718 -2.926 -3.174
C -0.818 -3.611 -1.822
O 0.275 -3.246 -0.977
H 0.222 -3.188 -3.661
H -1.545 -3.218 -3.824
H -0.735 -1.838 -3.061
H -0.780 -4.692 -1.936
H -1.762 -3.350 -1.328
H 0.244 -2.290 -0.862
C 0.442 -9.101 -1.932
C 0.216 -7.709 -2.488
O -0.406 -6.853 -1.527
H -0.505 -9.543 -1.619
H 0.903 -9.749 -2.679
H 1.093 -9.066 -1.055
H -0.447 -7.748 -3.351
H 1.164 -7.265 -2.806
H 0.177 -6.798 -0.764
C -1.346 -8.212 -6.635
C 0.045 -7.614 -6.529
O 0.975 -8.537 -5.965
H -1.701 -8.525 -5.652
H -2.052 -7.491 -7.049
H -1.339 -9.096 -7.277
H 0.038 -6.744 -5.873
H 0.401 -7.296 -7.514
H 1.007 -9.310 -6.537
C -5.829 6.162 5.980
C -5.193 4.865 5.516
O -5.234 4.735 4.098
H -6.865 6.218 5.644
H -5.808 6.243 7.068
H -5.301 7.022 5.559
H -5.731 4.009 5.922
H -4.153 4.807 5.856
H -4.750 5.478 3.720
C 4.428 -1.432 -2.522
C 4.317 -2.125 -1.177
O 5.451 -1.856 -0.357
H 5.330 -1.757 -3.042
H 3.562 -1.650 -3.150
H 4.496 -0.349 -2.390
H 4.263 -3.205 -1.307
H 3.410 -1.802 -0.653
H 5.492 -0.903 -0.220
*
```

Here are the Mulliken charges for atoms 1 to 6, given in e: C -1.490; C 1.016; C -0.964; C -0.448; C 0.672; C -0.744

---

Entry 6:
Entry from OMol25: a molecular structure, C30H40F6NO6RhS2Se (the ωB97M-V functional and the def2-TZVPD basis).

orbital gap: 6.8 eV
relative energy (zero: lowest compared OMol25 entry of this formula, charge and spin): 0.00 kcal per mole
maximum force: 0.2 eV/Å
E: -5580.90067 hartree

```
! wB97M-V def2-TZVPD RIJCOSX def2/J DEFGRID3
* xyz 0 1
Rh 1.745 -1.352 1.609
C -1.250 5.132 -1.200
C -0.609 4.940 0.182
C -1.707 5.050 1.239
C 0.413 6.059 0.428
C 0.092 3.585 0.230
C -0.235 2.598 1.135
C 0.452 1.389 1.094
Se -0.052 -0.047 2.248
C -1.261 -0.998 1.109
C -2.581 -0.577 1.027
C -3.429 -1.202 0.136
C -2.891 -2.259 -0.609
C -1.588 -2.726 -0.526
C -0.720 -2.035 0.356
O 0.572 -2.348 0.439
C -1.133 -3.867 -1.450
C -0.624 -3.239 -2.755
C -2.303 -4.811 -1.769
C -0.022 -4.745 -0.857
C -4.886 -0.795 -0.062
C -5.802 -1.981 0.271
C -5.274 0.381 0.836
C -5.104 -0.377 -1.522
C 1.459 1.102 0.187
O 2.077 -0.080 0.182
C 1.821 2.109 -0.744
C 1.122 3.300 -0.684
C 2.932 1.846 -1.759
C 3.161 3.054 -2.669
C 2.543 0.654 -2.650
C 4.251 1.558 -1.021
H -1.754 6.099 -1.251
H -1.986 4.349 -1.395
H -0.506 5.100 -1.997
H -2.184 6.029 1.168
H -1.306 4.951 2.250
H -2.481 4.293 1.096
H -0.078 7.033 0.391
H 1.204 6.054 -0.323
H 0.880 5.946 1.409
H -1.009 2.744 1.879
H -2.918 0.242 1.651
H -3.553 -2.754 -1.305
H -1.411 -2.659 -3.242
H -0.290 -4.017 -3.446
H 0.218 -2.571 -2.558
H -3.096 -4.336 -2.346
H -2.739 -5.218 -0.854
H -1.934 -5.644 -2.369
H 0.923 -4.216 -0.780
H 0.120 -5.609 -1.510
H -0.289 -5.111 0.136
H -5.670 -2.291 1.309
H -5.593 -2.841 -0.366
H -6.848 -1.702 0.127
H -5.168 0.132 1.894
H -6.318 0.644 0.661
H -4.669 1.265 0.624
H -4.878 -1.191 -2.212
H -4.465 0.470 -1.781
H -6.144 -0.084 -1.680
H 1.386 4.076 -1.390
H 2.285 3.270 -3.284
H 3.990 2.837 -3.345
H 3.420 3.950 -2.102
H 1.631 0.879 -3.206
H 2.378 -0.244 -2.059
H 3.340 0.451 -3.369
H 4.481 2.365 -0.320
H 5.068 1.498 -1.742
H 4.209 0.624 -0.466
F 5.883 0.560 2.745
C 5.656 -0.734 2.925
F 5.580 -1.334 1.738
F 6.645 -1.268 3.624
S 4.060 -0.931 3.825
O 3.076 -0.346 2.903
O 4.219 -0.264 5.066
N 3.969 -2.490 3.949
S 2.861 -3.473 3.479
O 2.783 -4.635 4.284
O 1.584 -2.823 3.141
C 3.463 -4.027 1.821
F 3.421 -2.954 0.968
F 2.682 -4.966 1.331
F 4.710 -4.447 1.875
*
```

Here are the Mulliken charges for atoms 1 to 6, given in e: Rh 0.969; C -1.582; C 2.028; C -2.049; C -1.626; C -0.475

---

Entry 7:
Entry from OMol25: 2 unconnected molecules or ions with the total composition C5H10N2 at a distorted geometry (the ωB97M-V functional and the def2-TZVPD basis).

orbital gap: 8.4 eV
relative energy (zero: lowest compared OMol25 entry of this formula, charge and spin): 131.50 kcal per mole
maximum force: 5.3 eV/Å
E: -305.81430 hartree

```
! wB97M-V def2-TZVPD RIJCOSX def2/J DEFGRID3
* xyz 0 1
C -0.492 -0.860 2.134
C -0.382 -0.999 0.654
C 0.434 -0.319 -0.209
N 0.755 -0.736 -1.405
N 1.828 -0.245 -2.261
H -0.360 -1.864 2.525
H 0.327 -0.311 2.515
H -1.250 -0.257 2.430
H -0.750 -1.973 0.282
H 1.161 0.337 0.244
H 0.366 -1.519 -1.809
H 1.579 0.591 -2.726
H 2.695 -0.136 -1.611
C -1.990 2.448 0.012
C -1.067 1.815 -0.523
H -2.330 2.681 1.011
H -0.525 1.348 -1.265
*
```

Here are the Mulliken charges for atoms 1 to 6, given in e: C -1.214; C -0.241; C -0.133; N -0.055; N -0.641; H 0.327

---

Entry 8:
Entry from OMol25: a molecular structure, C28H38N4OP2Pt at a distorted geometry (the ωB97M-V functional and the def2-TZVPD basis).

orbital gap (spin up / spin down): 5.7 / 7.9 eV
<S²>: 2.01
maximum force: 7.9 eV/Å
E: -2185.74642 hartree

```
! wB97M-V def2-TZVPD RIJCOSX def2/J DEFGRID3
* xyz 0 3
Pt -0.042 -0.962 3.135
C 0.599 -1.147 -5.829
C 1.377 -0.427 -5.012
C 1.465 1.064 -4.817
C 0.284 1.917 -5.332
C -1.033 1.552 -4.692
C -1.892 0.583 -5.035
C -1.824 -0.425 -6.151
C -0.446 -0.667 -6.807
C -1.532 -0.999 4.628
H 0.705 -2.230 -5.769
H 2.063 -0.990 -4.378
H 2.395 1.431 -5.278
H 1.582 1.250 -3.740
H 0.507 2.964 -5.093
H 0.230 1.862 -6.421
H -1.297 2.146 -3.817
H -2.788 0.493 -4.420
H -2.544 -0.141 -6.935
H -2.191 -1.383 -5.754
H -0.579 -1.435 -7.577
H -0.119 0.233 -7.332
H -1.709 -2.023 5.005
H -2.491 -0.589 4.249
H -1.191 -0.361 5.470
P -1.032 0.793 2.011
P 1.564 -0.801 1.484
N -2.624 0.549 1.365
N -1.291 2.340 2.788
N 1.320 -1.833 0.105
N 3.256 -0.976 1.838
C -0.020 1.261 0.508
C 1.459 0.893 0.720
C -3.258 -0.698 1.361
C -4.408 -0.586 0.607
C -4.485 0.765 0.128
C -3.377 1.443 0.597
C -1.974 2.483 3.997
C -1.719 3.749 4.487
C -0.830 4.399 3.570
C -0.571 3.511 2.543
C 0.741 -3.101 0.228
C 0.693 -3.676 -1.026
C 1.257 -2.741 -1.954
C 1.636 -1.620 -1.242
C 4.326 -1.082 0.946
C 5.497 -0.999 1.676
C 5.141 -0.827 3.054
C 3.762 -0.817 3.132
H -0.157 2.327 0.249
H -0.451 0.658 -0.315
H 2.037 0.966 -0.219
H 1.942 1.562 1.459
H -2.809 -1.534 1.903
H -5.129 -1.385 0.425
H -5.280 1.196 -0.485
H -3.059 2.481 0.489
H -2.590 1.668 4.380
H -2.139 4.173 5.402
H -0.435 5.414 3.648
H 0.060 3.610 1.658
H 0.415 -3.449 1.209
H 0.285 -4.664 -1.258
H 1.366 -2.875 -3.034
H 2.096 -0.690 -1.575
H 4.151 -1.246 -0.117
H 6.507 -1.076 1.267
H 5.825 -0.739 3.901
H 3.074 -0.723 3.974
C -0.084 -1.967 6.404
O -0.066 -1.550 5.046
H 0.091 -3.062 6.438
H -1.004 -1.756 7.003
H 0.765 -1.482 6.928
*
```

Here are the Mulliken charges for atoms 1 to 6, given in e: Pt 0.120; C -0.307; C -0.301; C -0.398; C -0.935; C -0.255

---

Entry 9:
Entry from OMol25: a single C4H7NO3 molecule at a distorted geometry (the ωB97M-V functional and the def2-TZVPD basis).

orbital gap: 10.0 eV
relative energy (zero: lowest compared OMol25 entry of this formula, charge and spin): 121.23 kcal per mole
maximum force: 4.1 eV/Å
E: -436.95020 hartree

```
! wB97M-V def2-TZVPD RIJCOSX def2/J DEFGRID3
* xyz 0 1
C 0.518 1.549 0.072
C 0.671 -0.037 -0.863
O 1.684 -0.313 -1.456
C -0.786 -0.300 -1.171
C -1.103 -0.560 0.282
O -1.939 -0.200 1.070
N 0.126 -1.346 0.608
O 0.607 -1.300 1.926
H -0.113 1.779 0.932
H 0.223 2.270 -0.691
H 1.568 1.713 0.324
H -1.326 0.548 -1.587
H -0.918 -1.199 -1.787
H 0.392 -2.226 0.161
H 0.396 -0.379 2.179
*
```

Here are the Mulliken charges for atoms 1 to 6, given in e: C -1.123; C 0.591; O -0.590; C -0.446; C 0.285; O -0.488

---

Entry 10:
Entry from OMol25: 3 unconnected molecules or ions with the total composition C3H12O2S2 at a distorted geometry (the ωB97M-V functional and the def2-TZVPD basis).

orbital gap: 9.1 eV
relative energy (zero: lowest compared OMol25 entry of this formula, charge and spin): 36.31 kcal per mole
maximum force: 3.3 eV/Å
E: -1068.30634 hartree

```
! wB97M-V def2-TZVPD RIJCOSX def2/J DEFGRID3
* xyz 0 1
C 1.539 2.516 -0.759
C 0.315 2.069 0.070
S -1.078 1.986 -1.062
S -2.720 1.419 0.272
C -2.151 -0.314 0.683
H 1.471 3.561 -1.250
H 2.085 1.777 -1.385
H 2.252 2.738 -0.007
H 0.413 1.061 0.254
H 0.286 2.754 0.896
H -2.365 -0.451 1.792
H -2.583 -1.019 0.022
H -1.051 -0.140 0.611
O 0.731 -2.536 2.115
H 1.348 -2.006 1.581
H -0.032 -2.538 1.484
O 0.542 -3.444 -1.406
H 1.210 -3.584 -2.074
H -0.210 -3.851 -1.835
*
```

Here are the Mulliken charges for atoms 1 to 6, given in e: C -1.183; C -0.171; S -0.111; S -0.128; C -0.276; H 0.296